No. 1
DFT (ωB97M-V with the def2-TZVPD basis set) results for a molecular structure, C29H26ClN3O5ReSbSe4.

Element x y z (Å)
Re 1.0239 -1.3912 -0.6903
Cl 8.3462 -0.0796 -1.2362
C 6.7050 -0.5781 -1.1815
C 6.3886 -1.9276 -1.3480
C 5.0735 -2.3639 -1.3103
C 4.0807 -1.4217 -1.1008
O 2.7891 -1.8171 -1.0381
C 4.3803 -0.0691 -0.9350
C 3.3065 0.8620 -0.7334
O 2.1115 0.5609 -0.6958
C 5.7091 0.3568 -0.9752
H 7.1870 -2.6394 -1.5088
H 4.8236 -3.4073 -1.4411
H 3.5666 1.9193 -0.6119
H 5.9551 1.4036 -0.8493
C -5.9353 -0.1282 -0.5345
O -4.6141 0.3852 -0.3537
C -4.4362 1.3279 0.5986
C -5.4128 1.7894 1.4738
C -5.0933 2.7691 2.4043
C -3.8189 3.3120 2.4741
C -2.8462 2.8701 1.5912
C -3.1509 1.8764 0.6743
N -2.1705 1.4056 -0.2565
C -1.1224 0.6533 0.0943
N -0.9510 0.3718 1.3808
C 0.1578 -0.2454 1.9985
C 1.0709 -1.0462 1.3312
C 2.1441 -1.5784 2.0658
C 2.2660 -1.3239 3.4212
C 1.3168 -0.5694 4.0957
C 0.2553 -0.0303 3.3869
O -0.7333 0.7268 3.9086
C -0.7093 0.9997 5.3140
N -0.2547 0.1944 -0.8346
C -0.1994 0.8106 -2.1165
C -0.3397 2.1749 -2.3664
C -0.2737 2.6510 -3.6640
C -0.0374 1.7823 -4.7257
C 0.1713 0.4334 -4.4858
C 0.1094 -0.0254 -3.1823
O 0.4094 -1.3370 -2.8182
C -0.0725 -2.3837 -3.7088
H -5.8704 -0.8319 -1.3580
H -6.6291 0.6727 -0.7922
H -6.2774 -0.6433 0.3642
H -6.4179 1.3962 1.4341
H -5.8637 3.1205 3.0774
H -3.5937 4.0899 3.1895
H -1.8503 3.2971 1.5926
H -2.4446 1.3576 -1.2283
H -1.6452 0.7474 2.0183
H 2.8894 -2.1998 1.5840
H 3.1006 -1.7405 3.9696
H 1.4138 -0.3974 5.1571
H -1.5909 1.5995 5.5129
H 0.1873 1.5613 5.5772
H -0.7561 0.0718 5.8846
H -0.4997 2.8628 -1.5477
H -0.3986 3.7099 -3.8422
H 0.0141 2.1590 -5.7375
H 0.4007 -0.2470 -5.2942
H -1.0495 -2.0941 -4.0913
H -0.1381 -3.2921 -3.1174
H 0.6423 -2.5078 -4.5190
Se 0.5046 -4.5418 1.8258
Sb -1.7029 -3.6521 1.5227
Se -1.4298 -2.3365 -0.5074
Se 1.4344 -4.0090 -0.4204
Se 0.3950 -5.4262 -1.7648

Kohn-Sham gap (alpha / beta) in eV: 5.11 / 5.20
HOMO (alpha / beta) in eV: -12.67 / -12.68
Molar mass in u: 1155.80
Charge: +2
Maximum force in Eh/bohr: 0.0187



No. 2
DFT (ωB97M-V with the def2-TZVPD basis set) results for a molecular structure, C61H50GeIN7O2W in a non-equilibrium geometry.

Element x y z (Å)
W 0.3400 -0.1352 -0.0595
N -1.4910 3.7247 2.0646
C -0.8403 2.6476 1.5746
O -1.4509 1.6735 1.1405
C 0.6623 2.6369 1.5829
C 1.0936 1.1659 1.6385
H -2.4957 3.7412 2.0485
H -0.9907 4.5206 2.4119
H 1.0401 3.2574 2.4037
H 0.9926 3.1157 0.6524
H 0.5381 0.7047 2.4637
H 2.1345 1.0867 1.9512
N 0.5913 -6.6227 8.0859
C 0.5570 -5.9108 7.1834
C 0.5144 -5.0131 6.0451
C 0.0746 -5.4778 4.8073
C 0.0236 -4.6131 3.7262
C 0.4180 -3.2838 3.8675
C 0.8652 -2.8317 5.1034
C 0.9095 -3.6884 6.1922
C 0.3879 -2.3671 2.6851
C -0.8638 -1.9974 2.1948
C -2.1131 -2.4283 2.6983
C -3.0842 -1.9179 1.8622
C -2.4052 -1.1686 0.8901
N -1.0817 -1.1999 1.0619
C 1.6249 -2.0194 2.1625
C 2.8977 -2.4950 2.6075
C 3.8228 -2.0413 1.7078
C 3.0985 -1.3043 0.7383
N 1.7993 -1.2779 0.9916
H -0.2234 -6.5126 4.6990
H -0.3145 -4.9657 2.7582
H 1.1767 -1.7992 5.2111
H 1.2503 -3.3361 7.1571
H -2.2644 -3.0268 3.5841
H -4.1535 -2.0438 1.9370
H -2.8385 -0.6016 0.0821
H 3.0746 -3.1100 3.4774
H 4.8920 -2.2013 1.7137
H 3.4979 -0.8200 -0.1390
I -1.5161 1.2978 -1.8141
C -2.1804 -0.2587 -3.0444
C -3.0848 0.1228 -3.9876
C -3.8299 -0.8586 -4.6754
C -3.7053 -2.1617 -4.3048
C -2.7735 -2.5664 -3.3139
C -2.7280 -3.9239 -2.9163
C -1.8471 -4.3072 -1.9548
C -0.8957 -3.3905 -1.4691
C -0.8071 -2.0802 -1.8901
C -1.8924 -1.6124 -2.7188
H -3.2639 1.1740 -4.1771
H -4.5382 -0.5608 -5.4384
H -4.3281 -2.9247 -4.7580
H -3.4116 -4.6299 -3.3771
H -1.8274 -5.3319 -1.6002
H -0.1515 -3.7480 -0.7772
C 6.7489 -2.1854 4.9822
C 6.3062 -1.1082 4.0250
C 5.2029 -0.3087 4.2949
C 4.8135 0.6963 3.4235
C 5.5215 0.9195 2.2513
N 5.0270 1.9073 1.3658
C 5.6825 2.4763 0.3129
O 6.8732 2.3988 0.1030
N 4.8310 3.1973 -0.5533
C 3.7322 2.6077 -1.2329
C 3.5353 2.8815 -2.5782
C 2.5187 2.2192 -3.2271
C 1.7159 1.3298 -2.5349
N 1.8297 1.1108 -1.2168
C 2.8426 1.7490 -0.6063
C 6.6281 0.1300 1.9573
C 7.0037 -0.8676 2.8442
H 5.9536 -2.4417 5.6829
H 7.6130 -1.8596 5.5665
H 7.0383 -3.0929 4.4496
H 4.6280 -0.4761 5.1993
H 3.9363 1.2957 3.6473
H 4.1300 2.2977 1.5972
H 5.4116 3.7391 -1.1747
H 4.1864 3.5727 -3.1048
H 2.3556 2.3536 -4.2888
H 0.9588 0.7587 -3.0418
H 2.9669 1.4911 0.4208
H 7.1876 0.2960 1.0477
H 7.8653 -1.4823 2.6015
C 0.5006 -1.3267 -1.6432
Ge 1.8386 -2.3063 -2.7149
C 3.5946 -1.6093 -3.3083
C 4.1162 -2.2609 -4.4346
C 5.3820 -1.9679 -4.9256
C 6.1655 -1.0052 -4.3036
C 5.6657 -0.3345 -3.1966
C 4.3951 -0.6349 -2.7123
C 2.3746 -4.0219 -1.8889
C 3.0071 -5.0166 -2.6420
C 3.4280 -6.2088 -2.0620
C 3.2444 -6.4290 -0.7044
C 2.6462 -5.4429 0.0686
C 2.2185 -4.2591 -0.5207
C 0.8893 -2.6284 -4.4086
C 0.8190 -3.8543 -5.0739
C 0.1352 -3.9813 -6.2810
C -0.4958 -2.8813 -6.8466
C -0.4409 -1.6528 -6.1993
C 0.2459 -1.5355 -4.9977
H 3.5127 -2.9909 -4.9633
H 5.7560 -2.4924 -5.7978
H 7.1556 -0.7762 -4.6826
H 6.2637 0.4252 -2.7046
H 4.0457 -0.0935 -1.8479
H 3.2090 -4.8682 -3.6958
H 3.9052 -6.9640 -2.6756
H 3.5766 -7.3558 -0.2520
H 2.5180 -5.5847 1.1367
H 1.7530 -3.5077 0.1034
H 1.2637 -4.7420 -4.6370
H 0.0917 -4.9463 -6.7751
H -1.0285 -2.9803 -7.7851
H -0.9443 -0.7888 -6.6197
H 0.2673 -0.5682 -4.5058

Kohn-Sham gap in eV: 5.57
HOMO in eV: -6.28
Molar mass in u: 1296.47
Charge: 0
Maximum force in Eh/bohr: 0.0294



No. 3
DFT (ωB97M-V with the def2-TZVPD basis set) results for 7 unconnected molecules or ions with the total composition C19H47N5O7S2 in a non-equilibrium geometry.

Element x y z (Å)
C 1.5472 5.1489 2.5940
C 0.9045 4.9807 1.2247
O 0.3086 5.9124 0.7039
N 1.2581 3.8415 0.5751
C 0.6379 3.4599 -0.6731
H 1.3087 4.2997 3.2477
H 1.3159 6.0741 3.1082
H 2.6379 5.0892 2.5223
H 1.7395 3.1625 1.1390
H -0.2245 2.8010 -0.5071
H 1.3403 2.9077 -1.2940
H 0.2221 4.3098 -1.2041
C -0.4099 2.7470 -5.6976
C 1.0193 3.0712 -5.3109
O 1.5925 4.0149 -5.8372
N 1.5966 2.2693 -4.4010
C 2.9422 2.4578 -3.9469
H -0.3857 2.1687 -6.6233
H -1.0328 3.6249 -5.8224
H -0.8825 2.0806 -4.9687
H 1.0650 1.4768 -4.0603
H 3.5458 3.1228 -4.5580
H 3.5138 1.5341 -3.8333
H 2.9629 2.9139 -2.9483
C 1.3928 -1.2517 2.9912
C 1.9838 -2.4280 2.2347
O 2.9377 -2.2782 1.4896
N 1.4166 -3.6259 2.4892
C 1.8513 -4.8396 1.8460
H 2.1041 -0.7370 3.6298
H 0.5667 -1.5726 3.6323
H 0.9713 -0.5677 2.2547
H 0.7319 -3.7263 3.2146
H 2.7233 -5.3262 2.2872
H 2.0873 -4.6430 0.7952
H 1.0484 -5.5795 1.7957
C -4.5893 -1.7692 -0.3593
C -3.7990 -2.0487 0.9020
O -3.4322 -1.1091 1.5962
N -3.5229 -3.3345 1.1777
C -2.7767 -3.7893 2.3344
H -4.6181 -2.6702 -0.9790
H -4.1404 -0.9473 -0.9095
H -5.6244 -1.5067 -0.1470
H -3.7389 -4.0512 0.5083
H -1.8355 -4.2373 1.9882
H -3.3074 -4.5892 2.8480
H -2.5038 -2.9607 2.9787
C -0.9971 1.4954 2.7762
C -1.2782 2.7430 3.5840
O -1.0462 2.8064 4.7814
N -1.9016 3.7412 2.9225
C -2.1586 5.0433 3.5014
H -0.1151 1.7044 2.1680
H -1.8707 1.2565 2.1664
H -0.8394 0.6453 3.4313
H -2.0999 3.6568 1.9408
H -1.2772 5.6830 3.4417
H -2.4691 4.9437 4.5398
H -2.9849 5.5326 2.9886
C -0.5978 -0.2687 -0.3023
S 0.1859 -0.6512 -1.8989
O -0.1887 0.4618 -2.8506
C 1.8893 -0.3825 -1.3372
H -0.1510 0.6604 0.0453
H -0.3772 -1.0943 0.3767
H -1.6767 -0.1450 -0.3557
H 2.4824 -0.3907 -2.2479
H 2.1492 -1.1957 -0.6590
H 1.9882 0.5682 -0.8133
C 1.6936 -6.0780 -2.6389
S 1.6267 -4.4961 -1.7535
O 2.0846 -3.4224 -2.6873
C -0.1839 -4.4088 -1.6239
H 1.0962 -6.0361 -3.5556
H 1.4925 -6.9523 -2.0253
H 2.6833 -6.2009 -3.0905
H -0.5219 -4.8307 -0.6790
H -0.6196 -4.9094 -2.4874
H -0.4670 -3.3591 -1.6858

Kohn-Sham gap in eV: 8.75
HOMO in eV: -8.89
Molar mass in u: 521.75
Charge: 0
Maximum force in Eh/bohr: 0.0389